(1)
Below is a cluster of 40 separate species, H80O40 in total, with properties calculated with ωB97M-V/def2-TZVPD.

Structure (XYZ):
```
120
Properties=species:S:1:pos:R:3:forces:R:3:lowdin_charge:R:1
H 3.71619 4.82217 0.19487 -0.2 -0.1 0.0 -0.025
H 3.99140 5.37319 -1.11190 -0.4 0.1 -0.4 0.048
O 3.23675 5.01723 -0.62550 0.3 0.4 -0.2 -0.062
H -5.25840 -0.33444 -0.51707 -0.4 0.5 0.0 0.025
H -5.49432 1.16831 -0.93595 0.2 0.2 -0.3 0.027
O -5.40745 0.58114 -0.18912 -0.3 -0.8 0.3 -0.061
H 2.00180 -6.09965 0.89909 -0.1 -0.3 0.2 0.044
H 2.46253 -4.77699 0.47704 0.5 1.2 0.4 -0.033
O 2.10358 -5.56284 0.11559 -0.5 -1.3 -1.3 -0.041
H -1.86948 1.47380 2.38361 -0.1 -0.1 0.7 0.002
H -2.80543 2.47763 2.80345 -0.3 0.0 0.6 0.024
O -2.13178 1.91298 3.21464 0.2 0.3 -0.7 -0.077
H 6.27829 -0.10127 0.95122 -0.1 -0.2 -0.5 0.063
H 6.63059 -1.50820 0.59826 -0.1 -0.3 0.0 0.034
O 6.27731 -0.70987 0.18850 0.7 0.6 1.5 -0.065
H 1.90327 1.56638 5.92828 0.4 -0.2 0.0 0.038
O 0.98137 1.75428 6.07519 -0.9 0.0 0.4 -0.038
H 0.54149 0.69671 -3.65048 -1.3 -0.5 0.6 0.033
O 0.02925 -0.15686 -3.66299 2.4 1.6 -0.1 -0.102
H 0.42592 0.92800 2.42734 -0.3 0.4 -0.1 0.027
H 0.00338 1.32718 3.83658 0.0 0.2 0.0 0.040
O 0.74743 1.37659 3.21745 -0.3 -0.4 0.3 -0.067
H -5.50956 -2.37778 -1.85185 -0.1 0.3 0.0 0.047
H -5.40924 -3.12884 -0.58944 0.0 0.7 0.1 0.047
O -5.54308 -2.20889 -0.90100 -0.1 -0.4 0.0 -0.072
H -5.81830 2.94138 1.35152 -0.1 -0.1 -0.3 0.031
H -4.78832 4.05904 1.03043 -0.4 -0.4 0.2 0.034
O -5.11002 3.46485 1.72741 0.6 0.5 0.1 -0.046
H -3.45721 3.00216 -2.23244 1.5 0.2 0.3 -0.009
H -3.24981 3.26494 -0.59062 1.1 -0.3 -0.8 0.013
O -3.79240 3.23018 -1.38089 -3.2 -0.1 1.1 -0.058
H 4.74713 -0.06439 -1.36450 0.2 -0.3 0.8 0.036
O 4.93900 -0.85496 -1.86143 -0.9 0.1 -2.6 -0.061
H 4.02726 -0.05015 -3.43637 0.4 -0.5 0.4 0.013
H 3.46441 1.19040 -4.12218 0.2 -0.1 -0.2 0.045
O 3.21507 0.44218 -3.57198 -0.7 0.6 -0.3 -0.042
H 3.27240 -4.34136 -2.27896 -0.2 -0.3 0.4 -0.019
H 3.40727 -5.66148 -1.53357 -0.2 0.1 0.0 0.012
O 3.63301 -5.22483 -2.36874 0.3 -0.2 -0.1 -0.059
H -1.58745 5.23337 -1.56354 -0.3 -0.9 -0.7 0.053
H -2.14710 5.34375 -2.96240 0.0 -0.2 -0.1 0.055
O -1.95490 4.66813 -2.29814 1.3 1.6 0.5 -0.069
H 0.42985 -4.17764 -3.94103 0.2 0.3 0.4 0.037
H -0.60232 -4.12104 -5.03250 -0.2 0.1 0.1 0.052
O -0.50420 -3.98126 -4.08472 -0.1 -0.4 -0.3 -0.048
H 5.12345 3.79398 2.16225 -0.4 -0.1 0.0 0.053
H 3.60718 3.79711 1.54974 0.7 -0.7 0.5 -0.002
O 4.53891 4.12851 1.47928 0.0 0.4 -0.1 -0.087
H 0.22808 3.84884 5.25019 0.2 -0.7 0.2 0.024
H 1.11145 3.99152 3.95609 -0.2 -0.4 0.1 0.025
O 0.48228 4.42588 4.53614 0.0 1.1 -0.3 -0.035
H -2.80039 0.97126 0.45947 -0.5 0.5 -0.8 0.014
O -3.15447 0.46207 1.18378 0.7 -0.7 0.8 -0.058
H 0.68408 3.27033 -2.64834 0.7 0.8 -0.3 0.050
H 1.82336 2.30637 -3.31976 0.4 0.9 0.3 0.035
O 0.96559 2.40133 -2.91279 -0.8 -1.3 -0.3 -0.028
H -0.71147 2.47888 -1.27186 0.5 -0.3 1.7 0.051
O -0.96679 1.55237 -1.06264 -1.2 2.1 -1.5 -0.066
H -1.00495 -0.97867 -0.64684 0.5 -0.3 0.9 0.033
H -1.44781 -0.34548 0.64851 -0.6 0.1 0.6 -0.013
O -0.74828 -0.89875 0.30777 -0.2 -0.2 -0.7 -0.074
H 2.46638 2.63489 2.64609 -0.8 -0.8 -1.0 0.061
H 1.83757 2.23600 1.17606 0.1 -0.6 0.0 0.020
O 2.22188 2.90742 1.74349 0.8 1.7 0.6 -0.047
H -3.69811 -4.99968 -1.78747 -0.1 -0.3 0.1 0.054
H -3.63706 -3.53230 -1.61664 0.3 0.3 0.4 0.005
O -4.27439 -4.23089 -1.73792 -0.6 -0.8 -0.9 -0.075
H -1.74792 5.55869 2.79466 -0.2 0.1 0.1 0.040
H -0.45940 5.90822 3.53440 0.0 -0.3 -0.2 0.029
O -0.91437 6.01824 2.68221 0.3 0.2 0.0 -0.051
H 1.18285 -2.17437 -0.10890 0.6 -0.7 0.2 0.045
H 2.35090 -1.57777 0.54262 0.6 0.2 0.3 0.028
O 2.08991 -2.43081 0.18874 -1.2 0.5 -0.4 -0.041
H 0.31497 0.90625 -0.07505 1.2 0.0 0.1 0.007
H 1.13314 0.64646 -1.21762 0.7 0.3 -0.1 0.024
O 1.27551 0.95747 -0.31171 -0.4 -0.5 0.8 -0.090
H -2.18296 -3.09014 0.23316 0.4 -0.3 -0.4 0.069
H -1.59347 -3.53677 -1.11386 0.5 0.3 0.2 0.012
O -2.13908 -3.83693 -0.39242 -0.2 0.1 1.1 -0.042
H -1.47782 -3.29466 4.33896 0.3 0.0 -0.4 0.048
H -1.23034 -2.12199 3.41459 0.0 0.4 -0.2 0.014
O -0.90083 -2.99766 3.61209 -0.3 -0.4 0.6 -0.054
H -0.88879 -2.87646 -2.42024 0.5 -1.3 0.2 0.019
H -0.76359 -1.60458 -2.83910 1.0 0.5 2.1 0.089
O -0.55713 -2.09615 -1.96103 -1.5 0.8 -2.9 -0.107
H -2.73038 0.87094 -3.47986 -0.3 0.0 -0.1 0.037
H -4.07671 1.44432 -2.94268 -0.1 0.1 -0.1 0.019
O -3.47941 0.69844 -2.89490 0.4 -0.5 0.0 -0.031
H 2.55330 -4.24657 3.26955 -0.5 0.7 0.4 0.053
O 2.53806 -4.22225 2.32063 0.8 -0.5 -0.7 -0.059
H 5.35197 -2.78626 2.97652 0.8 -0.3 -0.9 0.062
H 4.54634 -3.19609 1.86769 -0.7 -0.5 -0.8 -0.006
O 5.48174 -3.10627 2.04867 -0.1 0.8 1.7 -0.063
H -4.12144 0.43124 1.10298 0.2 0.4 -0.5 0.035
H 0.66095 1.14958 6.76597 0.3 0.3 -0.4 0.064
H -1.35577 1.53503 -1.94113 -0.8 -1.7 -0.3 0.035
H 0.79499 -0.68566 -3.96915 -0.8 -0.5 -0.1 0.046
H 5.21590 -1.58413 -1.32397 0.1 0.2 0.8 0.024
H 2.06877 -3.49132 1.88913 -0.2 0.4 0.9 0.016
O -1.24337 3.54716 0.88256 0.5 0.4 0.2 -0.068
H -0.50196 4.04414 0.46713 -0.6 -0.2 0.0 0.018
H -1.16696 3.88396 1.79056 0.0 -0.4 -0.1 0.019
O 1.76386 -2.79226 -3.02369 -0.3 0.8 0.3 -0.052
H 1.54526 -2.04319 -2.41859 0.3 -1.1 -0.5 0.042
H 2.70244 -2.94164 -2.94278 0.4 0.5 -0.1 0.024
O -4.47951 -3.21056 3.09690 0.6 1.2 0.4 -0.064
H -4.63783 -3.98214 2.55765 0.4 -0.1 -0.5 0.027
H -3.76148 -2.64373 2.72741 -1.0 -1.1 0.1 0.037
O -0.91834 -1.14300 -5.71230 -1.9 -0.6 -1.0 -0.093
H -1.15788 -0.23234 -5.98327 0.2 -0.8 0.3 0.048
H -1.75977 -1.66695 -5.82916 1.3 0.9 0.1 0.068
O -1.28945 -6.59504 -0.14265 -0.3 -1.0 -0.1 -0.057
H -1.30176 -5.68874 0.14251 0.0 0.8 0.0 -0.015
H -0.60551 -6.66685 -0.80932 0.2 0.2 0.0 0.025
O 0.16467 5.72962 -0.14057 0.5 0.0 0.3 -0.058
H 0.15750 5.97898 0.79839 -0.5 0.1 0.0 0.032
H 1.11779 5.67560 -0.31366 0.1 -0.1 -0.4 0.029
O 2.15071 -1.07382 2.98816 -0.3 0.4 -1.6 -0.076
H 2.03892 -1.01835 3.94291 -0.6 0.6 -0.4 0.036
H 1.57112 -0.42307 2.47507 1.3 -1.4 2.0 0.044
```
Positions in Å, forces in eV/Å.

Properties
orbital gap: 10.1 eV
DFT total energy: -83198.3269 eV
energy relative to the best compared isomer or geometry (same formula, charge and spin): 7.4885 eV
lowest unoccupied orbital energy: -0.41 eV
HOMO energy: -10.514 eV
M: 720.6 g mol⁻¹

(2)
Below is a cluster of 40 separate species, H80O40 in total, with properties calculated with ωB97M-V/def2-TZVPD.

Structure (XYZ):
```
120
Properties=species:S:1:pos:R:3:forces:R:3:lowdin_charge:R:1
H 3.51386 -0.62048 -1.13313 -1.5 0.4 1.6 0.085
H 3.08783 -1.61750 -0.17599 -0.2 -0.2 0.5 0.017
O 2.85585 -0.69248 -0.36188 2.3 -0.1 -2.0 -0.106
H 3.10849 1.25238 -2.18643 -0.9 0.9 -0.2 -0.003
H 2.07965 0.28297 -2.46905 -1.2 -0.3 -0.2 0.002
O 2.11595 1.20178 -2.18135 1.5 0.0 -0.1 -0.095
H -2.19137 -0.08209 3.49554 -0.7 3.1 0.9 0.025
H -3.01470 -1.03439 2.54695 -1.9 0.8 -0.8 0.003
O -2.27668 -0.88829 3.08574 2.9 -3.1 -0.1 -0.007
H -5.08840 1.30090 -3.02183 0.6 -2.7 0.3 0.104
H -5.13173 0.84518 -4.27956 -0.4 0.6 -3.7 -0.007
O -4.98765 0.37503 -3.50800 -1.0 1.9 3.9 -0.087
H 5.18167 2.70171 -0.69236 0.0 0.3 0.1 0.006
H 5.71607 2.10691 0.50120 -1.2 -2.3 3.7 -0.033
O 6.00308 2.57906 -0.20375 1.1 2.1 -3.7 -0.010
H 4.80900 3.79089 3.16155 0.4 0.4 -0.8 0.054
O 3.94806 4.09812 3.39849 2.1 -5.1 5.1 0.031
H 4.81385 -3.13132 -1.17068 1.0 -0.3 -0.6 0.036
O 3.90499 -3.11837 -0.92638 -3.1 -1.0 -1.6 -0.061
H -4.33368 -0.89619 -0.41326 0.3 1.8 1.2 0.090
H -4.02624 0.58935 0.20435 0.0 1.7 -1.0 -0.041
O -4.04641 -0.32764 0.35990 -0.1 -3.9 -0.1 -0.035
H 3.22903 -0.00275 -4.87870 1.9 -1.7 1.2 0.102
H 4.63888 -0.65813 -5.04477 1.8 -0.4 -2.0 0.011
O 4.00060 -0.52672 -4.39749 -3.7 1.7 0.8 -0.070
H -2.88784 3.16366 0.88267 -1.1 -2.3 -1.2 0.131
H -2.04813 1.95620 0.56932 -1.8 -0.4 -0.6 0.009
O -3.03574 2.23410 0.43138 2.1 3.3 1.9 -0.172
H -1.28165 -1.89941 1.02266 0.2 -0.2 2.2 0.017
H -1.11464 -3.25996 0.83450 -0.6 0.7 2.9 0.109
O -1.28713 -2.64404 1.68149 0.8 -1.0 -5.3 -0.158
H -4.11293 -4.36544 0.90811 -0.7 -0.7 -0.2 0.018
O -3.33103 -3.95317 0.55761 0.6 2.9 3.3 -0.119
H 1.91152 2.25671 3.34688 -0.9 0.0 -0.4 0.026
H 1.99959 3.25441 2.28921 1.0 0.9 -0.9 -0.040
O 1.39351 2.61732 2.60362 -0.5 -1.9 1.0 -0.075
H 3.94439 -1.67830 3.78837 0.0 -1.0 -0.2 0.023
H 3.41023 -0.56280 4.56793 -2.2 0.7 2.4 -0.037
O 3.98489 -0.73980 3.88301 2.1 0.3 -2.3 -0.018
H 1.52946 -0.24986 0.95441 -0.7 -1.5 0.2 0.048
H 1.03178 -1.73371 1.33207 0.6 -0.4 0.3 0.027
O 0.75806 -0.85203 1.11905 -0.3 1.7 -0.1 -0.051
H -3.15706 -4.67763 -2.89849 2.8 -0.7 2.6 0.144
H -1.92969 -4.21907 -1.80468 -2.0 -0.6 -1.1 -0.016
O -2.39067 -4.98026 -2.23032 -2.4 1.1 -2.0 -0.120
H -1.68036 0.05661 -2.34056 0.4 -1.5 -1.0 0.002
H -1.42380 1.32575 -1.67059 -2.0 -0.8 -0.2 0.102
O -2.20403 0.72858 -1.94862 1.5 2.7 0.7 -0.059
H 1.06446 0.65201 -5.42558 -1.0 0.9 1.7 -0.010
H 0.93729 -0.27019 -6.58644 -0.3 -0.6 -0.4 0.043
O 1.54294 0.30458 -6.13998 1.7 0.0 -1.3 -0.015
H 1.45288 0.72101 4.80438 -1.9 -2.9 0.5 0.052
O 1.05963 -0.20627 5.10076 1.8 2.5 0.4 -0.099
H 0.85935 -4.07265 -2.70687 -0.1 -1.7 1.1 -0.031
H 2.32060 -4.27479 -3.62736 -2.2 0.2 1.0 0.101
O 1.48568 -3.78994 -3.36000 3.1 0.9 -2.3 -0.069
H 3.15187 1.37372 0.74455 -0.6 3.0 -1.1 0.102
O 2.99543 2.38873 0.52446 0.7 -2.4 -0.9 -0.101
H -4.72442 2.30458 2.86971 0.5 -1.2 2.4 -0.019
H -4.64101 2.35834 1.43766 -1.2 1.6 1.5 0.035
O -5.05054 2.87949 2.22321 0.5 -0.4 -3.5 -0.069
H 0.14152 1.40069 0.73488 -1.0 -0.5 -0.2 0.085
H -0.87084 0.25258 0.31168 0.7 1.4 0.6 0.057
O -0.79311 1.22903 0.44503 1.8 -0.7 -0.1 -0.052
H -3.76776 -0.50401 -4.21695 2.2 0.6 -1.3 0.024
H -2.49040 0.03038 -5.18483 -0.8 0.5 0.3 0.007
O -2.92382 -0.71694 -4.76925 -0.8 -1.3 1.0 -0.122
H -0.32694 3.06908 1.29743 0.4 0.1 0.6 -0.021
H 0.32120 4.34595 2.07114 -2.0 -1.5 -1.7 0.066
O -0.39998 4.01716 1.39376 0.8 1.8 1.0 -0.098
H 1.52710 -4.00990 1.77260 1.2 0.1 0.2 0.029
H 1.67812 -4.88044 2.82452 -2.6 -3.4 3.3 -0.055
O 2.23086 -4.35702 2.36852 1.9 3.7 -3.4 -0.016
H -0.45036 -3.89184 2.69091 -0.1 0.4 -1.4 -0.052
H -0.74012 -4.96232 3.73609 0.3 1.3 0.0 0.075
O -0.55856 -3.99521 3.61198 -0.2 -2.3 2.3 -0.049
H 0.31647 3.47690 -3.47325 -4.4 3.9 5.4 -0.083
H 1.59826 2.76365 -3.59047 -0.9 0.0 -0.4 0.042
O 0.77846 3.05477 -4.05630 5.2 -4.1 -5.1 0.007
H -4.22188 -0.87124 5.03920 0.8 -1.9 2.4 -0.059
H -5.45788 -0.74718 4.04715 2.0 0.7 0.9 0.092
O -4.55110 -0.40210 4.32314 -3.7 1.8 -3.5 -0.063
H 0.50910 -6.58229 0.32017 -3.3 -3.1 -2.0 -0.001
H 1.43444 -5.69211 0.31177 4.3 4.4 -3.9 -0.048
O 1.01646 -6.15052 0.92054 -1.3 -1.7 5.8 0.060
H 1.66440 6.10322 2.31649 -1.5 5.7 0.6 -0.002
H 1.85575 5.11322 1.18357 0.0 0.8 2.1 0.106
O 1.89959 5.26662 2.19040 1.8 -5.8 -2.4 -0.035
H -2.16645 -2.00899 -1.52575 -3.7 -0.3 -2.1 0.011
O -1.50325 -1.77679 -0.96680 4.2 0.4 2.2 -0.001
H 5.48456 1.94185 -2.56240 -3.3 -0.1 -2.0 0.125
H 4.75432 0.77240 -3.31978 -1.2 2.6 -0.2 0.066
O 4.56423 1.78997 -3.11633 4.9 -2.4 2.2 -0.170
H 0.52203 -0.66913 4.46524 -0.1 0.3 -0.8 0.010
H 3.52270 4.69854 2.93220 -2.5 4.5 -4.1 -0.084
H 2.87856 2.46881 -0.46330 0.0 -0.7 1.5 0.044
H 3.30156 -3.45941 -1.70493 2.1 1.0 2.1 0.099
H -3.16105 -3.27665 1.40108 0.1 -2.3 -3.3 0.125
H -1.76152 -1.12996 -0.29340 -1.1 -0.2 -1.1 0.032
O -5.07002 2.74916 -1.31245 -0.5 -4.2 0.0 -0.006
H -4.88798 3.62432 -1.28575 0.3 4.7 -0.3 -0.014
H -4.32357 2.45742 -0.76496 0.1 -0.6 -0.1 -0.012
O 1.08511 -1.23363 -3.79873 6.1 3.7 2.0 0.024
H 1.53592 -1.97751 -3.46253 -0.4 -2.1 0.1 -0.012
H 0.27011 -1.24765 -4.09580 -6.0 -1.3 -1.9 -0.042
O 0.75275 6.32009 0.09697 5.5 2.4 -1.9 0.014
H 0.91419 6.07606 -0.81629 -0.6 -0.1 0.0 0.070
H -0.02159 6.03986 0.40918 -5.1 -2.3 1.4 -0.040
O -3.42778 2.18006 -4.33812 0.4 1.6 -1.6 -0.112
H -2.98758 1.67171 -3.62538 0.5 0.8 -0.4 0.007
H -2.90456 2.86562 -4.87313 -0.6 -1.9 1.9 0.099
O -0.09538 -4.32088 -1.38918 -0.2 -0.6 0.8 -0.081
H -0.70951 -5.11262 -1.28167 1.0 1.7 -0.4 0.097
H -0.55672 -3.45438 -1.50061 0.4 -0.8 0.7 0.043
O -3.01327 -2.05967 5.50104 -1.2 -1.9 1.3 -0.062
H -2.59141 -1.78902 4.69613 0.7 0.2 -1.3 -0.018
H -3.49865 -2.89320 5.26609 0.9 1.2 0.4 0.085
O 1.75743 2.50369 5.18231 -3.2 1.3 2.4 -0.085
H 1.01032 3.15220 5.56278 2.6 -2.3 -1.5 0.166
H 2.46460 3.06324 4.91770 1.2 1.2 -0.3 0.004
```
Positions in Å, forces in eV/Å.

Properties
orbital gap: 9.9 eV
DFT total energy: -83191.0697 eV
energy relative to the best compared isomer or geometry (same formula, charge and spin): 14.7457 eV
lowest unoccupied orbital energy: -0.57 eV
HOMO energy: -10.445 eV
M: 720.6 g mol⁻¹